# 1
{"formula": "C4H38NO14S", "method": "ωB97M-V/def2-TZVPD", "symbols": ["C", "C", "S", "C", "N", "C", "H", "H", "H", "H", "H", "H", "H", "H", "H", "H", "H", "H", "O", "H", "H", "O", "H", "H", "O", "H", "H", "O", "H", "H", "O", "H", "H", "O", "H", "H", "O", "H", "H", "O", "H", "H", "O", "H", "H", "O", "H", "H", "O", "H", "H", "O", "H", "H", "O", "H", "H", "O"], "positions_angstrom": [[0.519640, 0.971173, -0.297980], [0.430105, 0.307076, -1.654889], [1.260477, 1.312898, -2.918248], [-0.599480, 0.519931, 0.632469], [-0.295680, 0.977890, 2.069512], [-0.874739, 0.105387, 3.088573], [1.528325, 0.884560, 0.150304], [0.575188, 2.062240, -0.389211], [-0.627945, 0.148995, -1.874188], [0.833714, -0.748045, -1.542306], [-1.584409, 0.991077, 0.559318], [-0.695520, -0.566848, 0.555815], [0.708207, 1.167156, 2.106791], [-0.458833, -0.929241, 3.009373], [-1.935529, 0.098759, 3.001555], [-0.597358, 0.581817, 4.023104], [3.556569, 1.287582, 0.168092], [4.264125, 0.544000, 1.368600], [3.438559, 0.946292, 1.069153], [-0.877872, -0.988541, -4.192486], [0.044861, -2.111488, -3.904361], [-0.906279, -1.947322, -4.070495], [-1.612084, 2.559199, 1.589944], [-0.777121, 2.916044, 2.781843], [-1.555300, 3.212184, 2.290563], [-1.302406, 4.121153, 0.022864], [-1.186744, 3.964834, -1.523435], [-1.459490, 4.567499, -0.820431], [1.812423, -3.606255, -2.612114], [0.729767, -4.069329, -1.537015], [1.360327, -4.360192, -2.215719], [0.877623, -3.268482, 0.674277], [0.416487, -2.369877, 1.923139], [0.140618, -2.837162, 1.117715], [-2.966520, -2.803327, -1.527875], [-2.924787, -2.754407, 0.079131], [-3.292130, -2.398922, -0.735434], [-3.386999, 1.210202, 1.541288], [-3.440130, 1.952726, 2.851182], [-3.814337, 1.180962, 2.403281], [-1.164537, -3.417697, -2.320840], [-0.593575, -2.135432, -1.339423], [-0.860522, -3.043833, -1.500255], [1.931589, 3.661859, 0.659328], [0.828069, 4.098928, 1.637142], [1.676041, 3.639128, 1.599211], [2.480617, -0.413352, 1.815283], [1.750243, -0.957346, 3.050726], [2.126150, -1.229733, 2.205313], [2.426915, 3.053255, -1.678388], [1.717783, 4.410617, -1.822655], [2.194164, 3.870575, -1.180674], [1.827639, -0.818203, -3.431989], [3.003202, -1.757943, -3.157174], [2.061163, -1.795116, -3.385202], [-1.768184, -3.067765, 1.083300], [-2.344148, -3.552180, -0.205416], [-2.617931, -3.377977, 0.710013]], "forces_ev_per_a": [[0.1, 1.1, 0.4], [0.2, -0.7, 0.6], [0.3, -0.7, -0.4], [0.9, 0.8, 2.5], [0.4, -1.2, -1.8], [2.1, 0.2, -0.5], [-0.8, -1.0, 0.0], [-0.9, 0.0, -0.3], [-0.1, 0.2, -0.3], [-0.1, 1.1, -0.3], [-0.1, -0.3, -1.4], [-0.2, 0.0, 0.2], [-0.3, -0.4, 0.5], [-0.5, 0.4, 0.4], [-0.8, -0.2, -0.1], [-0.1, -0.4, 0.6], [0.1, -0.2, 0.3], [0.1, 0.3, -0.4], [0.3, 0.0, 0.2], [-0.3, 0.0, 0.0], [-0.5, -0.3, -0.1], [0.9, 0.3, -0.1], [0.3, -0.2, 0.2], [-0.2, -0.3, -0.4], [-0.6, 1.4, 0.2], [0.0, 0.0, -0.2], [0.1, -0.1, 0.3], [0.0, 0.1, 0.0], [-0.5, 0.3, 0.3], [0.2, 0.5, -0.7], [0.5, -1.1, 0.2], [0.2, 0.3, 0.4], [0.7, -0.3, -0.8], [-1.0, 0.0, 0.3], [-0.1, 0.4, -0.8], [-3.5, 6.7, -1.2], [-6.0, 6.8, -10.6], [-0.2, -0.2, -0.1], [0.0, 0.0, -0.1], [0.0, 0.2, 0.1], [0.3, 1.4, -1.0], [-0.5, 0.2, -1.3], [0.4, -1.9, 2.3], [-0.2, 0.2, 0.0], [0.1, 0.0, -0.1], [-0.1, 0.0, 0.2], [-0.2, 0.0, -0.2], [0.2, 0.1, 0.0], [0.1, -0.1, 0.5], [-0.6, 0.2, 0.0], [0.0, -0.2, 0.1], [0.6, -0.1, -0.1], [0.1, -0.4, 0.1], [-0.3, 0.0, -0.2], [0.5, 0.7, -0.1], [0.1, -0.5, 0.4], [2.0, -2.9, 0.0], [7.0, -10.2, 12.3]], "mulliken_charge": [1.196, -0.658, -0.561, 0.191, 0.186, -1.052, -1.009, -0.011, 0.373, 0.368, 0.327, -0.617, 0.323, 0.081, 0.401, 0.410, 0.247, 0.298, -0.666, 0.288, 0.413, -0.646, 0.201, 0.409, -0.749, 0.354, 0.333, -0.689, 0.344, 0.323, -0.681, 0.241, 0.241, -0.614, 0.267, 0.461, -0.959, 0.293, 0.361, -0.687, 0.228, 0.239, -0.565, 0.338, 0.313, -0.628, 0.282, 0.331, -0.658, 0.175, 0.320, -0.677, 0.097, 0.316, -0.674, 0.471, 0.419, -0.657], "energy_ha": -1681.34969, "charge": -1, "homo_energy_ev": -4.78, "lumo_energy_ev": 2.19, "orbital_gap_ev": 6.974, "relative_energy_kj_mol": 662.3}

***

# 2
{"formula": "C20H58O9", "method": "ωB97M-V/def2-TZVPD", "symbols": ["C", "C", "C", "O", "H", "H", "H", "H", "H", "H", "H", "H", "C", "C", "C", "O", "H", "H", "H", "H", "H", "H", "H", "H", "C", "C", "C", "O", "H", "H", "H", "H", "H", "H", "H", "H", "C", "C", "C", "O", "H", "H", "H", "H", "H", "H", "H", "H", "C", "C", "C", "O", "H", "H", "H", "H", "H", "H", "H", "H", "C", "C", "C", "O", "H", "H", "H", "H", "H", "H", "H", "H", "C", "O", "H", "H", "H", "H", "C", "O", "H", "H", "H", "H", "O", "H", "H"], "positions_angstrom": [[-1.210519, -3.468433, 3.392010], [-2.306211, -3.404197, 2.316369], [-3.491004, -2.536674, 2.764205], [-1.771831, -2.866562, 1.087202], [-0.984058, -2.531009, 3.898466], [-0.290551, -3.825394, 2.930003], [-1.564112, -4.219880, 4.104402], [-2.673843, -4.411444, 2.100646], [-3.059865, -1.556345, 2.991778], [-3.934843, -2.926100, 3.682085], [-4.242992, -2.459368, 1.983409], [-1.437278, -1.995868, 1.382195], [-0.323428, -1.074364, -0.778346], [0.308824, -0.098116, 0.205528], [0.052925, 1.376546, -0.063005], [-0.185007, -0.478926, 1.513051], [-1.405309, -0.997665, -0.651769], [-0.047241, -2.083472, -0.486477], [0.000692, -0.772354, -1.773784], [1.382338, -0.326157, 0.191821], [0.599402, 1.609297, -0.982833], [0.345765, 2.104600, 0.683606], [-1.006402, 1.414021, -0.336817], [-0.124279, 0.275099, 2.115966], [-2.410282, -5.876940, -4.335111], [-1.483212, -5.385531, -3.206278], [-1.171197, -3.901929, -3.347097], [-2.179986, -5.618140, -1.977790], [-2.497633, -6.961331, -4.347591], [-2.071834, -5.571421, -5.331080], [-3.397929, -5.424052, -4.224496], [-0.562885, -5.962177, -3.247939], [-0.774646, -3.508716, -2.413303], [-2.070859, -3.331432, -3.608935], [-0.512259, -3.703696, -4.195564], [-2.930985, -5.014864, -1.961641], [-1.012176, 1.064773, 4.680772], [-0.141571, 2.169222, 4.127726], [0.536763, 3.003704, 5.223795], [0.874915, 1.584622, 3.294632], [-0.472183, 0.346332, 5.308495], [-1.381070, 0.413533, 3.881921], [-1.823175, 1.448126, 5.295734], [-0.758452, 2.822455, 3.504843], [1.531285, 2.639390, 5.484104], [-0.015361, 3.074189, 6.161287], [0.663988, 4.025023, 4.850271], [1.552073, 2.257936, 3.166394], [0.632390, 3.991774, -2.493099], [0.310482, 5.372429, -3.066761], [0.932359, 6.449567, -2.177552], [0.944136, 5.485858, -4.357000], [0.293893, 3.860355, -1.463965], [1.715343, 3.871513, -2.509524], [0.095815, 3.249854, -3.092036], [-0.769145, 5.432036, -3.238001], [0.507562, 6.428075, -1.175824], [0.750129, 7.419808, -2.638161], [1.994684, 6.225771, -2.093516], [0.565962, 4.775622, -4.889426], [1.783662, 0.582364, -3.842195], [2.990821, -0.007624, -3.119160], [3.659099, -1.129726, -3.927481], [3.953211, 0.998252, -2.838957], [2.159905, 0.956680, -4.801186], [1.183850, 1.257498, -3.240081], [1.069736, -0.188936, -4.157841], [2.604286, -0.441955, -2.193704], [4.441342, -1.593643, -3.333890], [4.040443, -0.803034, -4.896310], [2.888843, -1.872798, -4.165188], [4.061568, 1.528781, -3.635607], [-1.089121, 5.361406, 1.465415], [-0.473222, 6.565651, 1.044446], [-1.307367, 5.398473, 2.538801], [-1.975369, 5.102360, 0.885660], [-0.369492, 4.539978, 1.401197], [-0.837526, 7.283541, 1.566410], [2.571486, -1.617533, 3.530100], [2.593211, -2.586514, 4.579474], [2.006585, -0.708394, 3.756744], [3.586498, -1.339083, 3.256901], [2.006766, -2.009625, 2.679795], [2.012277, -2.247649, 5.264967], [-0.207382, -5.173150, 0.105423], [-0.523186, -4.541728, 0.767576], [-0.927034, -5.212565, -0.549302]], "forces_ev_per_a": [[-0.5, -0.9, -0.4], [-0.2, 0.6, 0.0], [0.8, -0.2, 0.2], [-0.4, 0.0, 1.0], [-0.3, 0.2, -0.1], [0.1, -0.1, 0.1], [0.4, 0.2, 0.3], [0.3, 0.0, -0.1], [-0.4, 0.1, -0.1], [-0.1, 0.0, 0.0], [0.0, 0.0, 0.0], [0.2, -0.1, -0.6], [-0.1, 1.1, 0.6], [0.6, -0.5, 1.2], [-0.3, -1.0, -1.6], [-0.4, 0.0, -0.2], [-0.1, 0.0, -0.4], [0.2, -0.1, -0.4], [-0.1, -0.4, -0.2], [0.1, 0.3, 0.1], [0.0, 0.2, 0.1], [-0.1, -0.2, 0.4], [-0.1, 0.6, 0.3], [0.4, -0.1, -0.2], [0.4, 0.3, -0.3], [-1.2, 0.4, -1.0], [-0.3, 0.1, -0.4], [0.6, -0.2, 0.2], [-0.1, 0.0, 0.2], [0.2, 0.0, 0.1], [-0.1, -0.1, 0.2], [0.0, -0.1, 0.6], [0.2, 0.0, -0.1], [-0.2, -0.1, 0.3], [0.3, -0.1, 0.2], [0.0, 0.0, 0.0], [0.3, -1.0, 0.0], [0.4, 0.0, 0.7], [0.0, 0.6, -0.2], [-0.3, 0.1, 0.1], [0.4, 0.4, 0.1], [-0.4, 0.4, -0.1], [-0.2, 0.1, -0.3], [-0.1, 0.1, 0.0], [-0.1, -0.3, -0.1], [-0.2, -0.1, -0.2], [0.1, 0.0, 0.1], [0.1, -0.1, -0.1], [-0.5, 0.3, -0.1], [0.8, -0.4, 0.3], [-0.8, -0.3, -0.5], [-0.3, -0.1, 0.2], [-0.1, 0.2, 0.0], [0.0, -0.3, -0.1], [0.4, -0.2, 0.0], [0.0, 0.5, 0.4], [-0.1, 0.1, 0.0], [0.3, 0.1, 0.2], [0.1, 0.2, -0.1], [0.2, 0.1, -0.1], [0.0, -1.0, -0.7], [-0.2, -0.4, -0.7], [-1.0, -0.1, 0.1], [-0.2, 0.1, 0.5], [-0.3, 0.7, 0.2], [0.4, 0.5, -0.1], [0.2, -0.2, 0.2], [0.5, 0.2, 0.3], [0.1, 0.0, -0.1], [0.2, 0.3, 0.1], [0.2, -0.2, 0.2], [0.0, 0.0, 0.0], [0.4, -0.3, 0.7], [0.0, -0.1, -0.1], [-0.4, 0.1, -0.1], [-0.1, 0.1, 0.0], [0.1, 0.1, -0.4], [0.0, 0.1, -0.1], [-0.7, 0.0, -0.4], [-0.1, 0.5, 0.1], [0.2, 0.0, 0.5], [0.0, -0.1, -0.1], [0.4, -0.2, -0.2], [0.1, -0.2, 0.1], [-0.1, 0.0, 0.0], [0.0, 0.0, -0.4], [0.1, -0.1, 0.2]], "mulliken_charge": [-1.077, 0.306, -1.176, -0.386, 0.090, 0.342, 0.467, 0.380, 0.106, 0.414, 0.305, 0.250, -1.891, 1.071, -1.164, -0.093, 0.435, 0.383, 0.387, 0.133, 0.081, 0.380, 0.381, -0.180, -1.347, 0.302, -0.830, -0.599, 0.323, 0.365, 0.362, 0.310, -0.043, 0.368, 0.432, 0.346, -1.223, 1.112, -1.443, -0.487, 0.265, 0.084, 0.474, -0.054, 0.331, 0.378, 0.369, 0.236, -0.737, 0.378, -1.128, -0.563, -0.041, 0.309, 0.326, 0.310, 0.148, 0.364, 0.353, 0.307, -0.937, 0.857, -1.417, -0.560, 0.530, -0.093, 0.265, -0.032, 0.365, 0.356, 0.307, 0.382, -0.411, -0.520, 0.406, 0.272, -0.058, 0.318, -0.010, -0.541, -0.207, 0.337, 0.127, 0.310, -0.723, 0.222, 0.454], "energy_ha": -1473.88971, "charge": 0, "homo_energy_ev": -9.90, "lumo_energy_ev": 0.30, "orbital_gap_ev": 10.200, "smiles": "CC(C)O.CC(C)O.CC(C)O.CC(C)O.CC(C)O.CC(C)O.CO.CO.O", "relative_energy_kj_mol": 66.3}

***

# 3
{"formula": "C4H27NO11", "method": "ωB97M-V/def2-TZVPD", "symbols": ["O", "C", "N", "C", "C", "C", "O", "H", "H", "H", "H", "H", "H", "H", "H", "H", "O", "H", "H", "O", "H", "H", "O", "H", "H", "O", "H", "H", "O", "H", "H", "O", "H", "H", "O", "H", "H", "O", "H", "H", "O", "H", "H"], "positions_angstrom": [[-2.434849, -1.772279, -2.686005], [-2.142534, -0.590529, -2.629942], [-0.958390, -0.108145, -2.197769], [-0.692209, 1.312439, -2.225672], [0.122125, 1.746395, -0.972547], [1.642768, 1.871411, -1.306378], [1.947304, 3.260017, -1.198644], [-2.952488, 0.138517, -2.741760], [-0.361514, -0.776605, -1.752167], [-0.094695, 1.657667, -3.072698], [-1.651380, 1.830506, -2.218597], [0.064516, 1.014053, -0.179347], [-0.261414, 2.657195, -0.523807], [2.321289, 1.376102, -0.612651], [1.848323, 1.430823, -2.288418], [1.246864, 3.876388, -1.365626], [-0.044057, -2.940935, -2.701757], [0.127393, -3.273408, -3.596734], [-0.997835, -3.123122, -2.771322], [1.203047, 4.157338, 1.435804], [0.251040, 4.247748, 1.313651], [1.472821, 3.611395, 0.677696], [0.988150, 1.860012, 3.063415], [0.900863, 2.381117, 3.854146], [0.648922, 2.290444, 2.273720], [-3.050520, -1.384480, 0.733133], [-2.343080, -1.743228, 1.276937], [-3.655573, -2.007929, 0.351307], [-1.340518, -2.728852, 2.914370], [-0.571442, -2.158516, 2.693226], [-1.873167, -2.184098, 3.496807], [-1.283610, 1.129088, 1.430440], [-1.543855, 0.249483, 1.125968], [-2.120112, 1.427406, 1.807009], [2.152259, -4.027232, -0.342331], [2.357249, -3.554451, -1.152078], [1.230551, -4.284768, -0.363183], [3.020394, -1.562804, 0.564228], [2.239982, -1.614581, 0.001038], [2.770649, -2.252643, 1.186419], [0.394656, -0.718551, 3.073302], [0.361220, 0.239882, 3.194219], [1.060874, -0.958272, 2.432602]], "forces_ev_per_a": [[-0.2, -0.1, -0.3], [-0.4, -0.8, 1.2], [-0.8, 0.5, -0.8], [0.5, 0.5, 1.6], [1.1, -1.4, -0.7], [-1.5, 1.0, 0.3], [2.1, -0.1, 0.1], [0.3, 0.5, -0.5], [0.5, -0.2, -0.2], [-0.3, -0.3, -0.4], [0.0, 0.0, -0.2], [-0.4, -0.2, -0.1], [0.0, 0.2, -0.1], [-0.2, 0.0, 0.2], [0.1, 0.4, -0.2], [-0.8, -0.1, -0.6], [-0.3, -1.0, -1.0], [1.0, 0.2, 0.2], [-0.3, 0.8, 1.0], [-0.4, -0.2, -0.2], [0.0, 0.2, 0.1], [0.4, 0.3, 0.0], [0.3, -1.2, 0.1], [-0.1, 0.8, -0.1], [0.0, 0.6, 0.5], [0.3, 1.9, 0.0], [-0.4, -1.2, 0.1], [0.2, -0.8, 0.1], [0.1, -0.1, -0.9], [-0.6, -0.1, 0.8], [0.1, 0.1, 0.2], [-0.8, 0.0, 0.3], [0.1, -0.1, -0.2], [0.1, 0.2, 0.1], [0.3, -0.1, 0.5], [-0.3, -0.1, -0.2], [-0.2, 0.0, -0.4], [-0.6, 0.4, 0.2], [0.2, 0.2, -0.3], [0.5, -0.4, 0.2], [-0.5, -1.2, 0.3], [0.5, 0.5, -0.5], [0.6, 0.6, -0.1]], "mulliken_charge": [-0.602, 0.034, 0.153, -0.811, 0.188, -0.396, -0.652, 0.339, 0.099, 0.235, 0.417, -0.171, 0.195, 0.173, 0.417, 0.372, -0.609, 0.295, 0.317, -0.700, 0.333, 0.398, -0.647, 0.264, 0.328, -0.626, 0.336, 0.282, -0.683, 0.414, 0.307, -0.448, 0.261, 0.219, -0.622, 0.302, 0.316, -0.579, 0.256, 0.312, -0.687, 0.371, 0.298], "energy_ha": -1050.96119, "charge": 0, "homo_energy_ev": -10.12, "lumo_energy_ev": 0.14, "orbital_gap_ev": 10.256, "smiles": "O=CNCCCO.O.O.O.O.O.O.O.O.O", "relative_energy_kj_mol": 395.4}

***

- charge of number 1 (C4H38NO14S)?
  -1